No. 1
15
Properties=species:S:1:pos:R:3:nbo_charge:R:1 method="wB97M-V/def2-TZVPD" max_force_ev_per_a=1.2 homo_lumo_gap_ev=10.7 smiles=C[C@H]1N[C@H]1CO homo_ha=-0.3559
N 0.465 0.354 -1.315 -0.627
H 1.345 1.302 0.445 0.485
H 0.929 -1.183 1.648 0.179
H -1.986 1.626 -0.104 0.211
C -0.795 -0.065 -0.713 -0.057
H 0.287 -1.813 -0.710 0.200
H 0.513 0.147 -2.308 0.368
O 1.336 0.770 1.259 -0.725
C 0.462 -0.787 -0.407 -0.125
H 2.361 -0.909 0.646 0.167
H -0.896 0.958 1.151 0.242
C 1.324 -0.573 0.830 -0.071
C -1.552 0.717 0.315 -0.638
H -2.363 0.072 0.676 0.212
H -1.430 -0.615 -1.414 0.179


No. 2
15
Properties=species:S:1:pos:R:3:nbo_charge:R:1 method="wB97M-V/def2-TZVPD" max_force_ev_per_a=0.5 homo_lumo_gap_ev=8.8 homo_ha=-0.3189
O -1.898 1.892 -0.056 -0.660
C -0.033 0.884 0.228 0.282
H 0.984 0.371 -1.784 0.088
H -1.190 -2.078 0.785 0.227
N -0.035 -0.289 0.773 -0.325
C -0.278 -1.637 0.389 -0.218
H 1.592 0.166 -1.374 -0.108
H 0.638 -1.488 2.430 0.224
H -0.010 -1.884 -0.636 0.239
H -1.616 1.387 -2.604 0.357
H 0.646 1.614 0.664 0.218
N -0.874 1.001 -2.023 -0.833
H 1.842 -1.285 1.041 0.223
C 0.807 -1.273 1.377 -0.222
C -1.058 1.303 -0.784 0.508


No. 3
23
Properties=species:S:1:pos:R:3:lowdin_charge:R:1 method="wB97M-V/def2-TZVPD" max_force_ev_per_a=15.9 homo_lumo_gap_ev=8.7 homo_ha=-0.4759 charge=+1
C 3.223 -0.263 1.067 0.033
C 1.006 -1.264 0.187 0.078
H 3.451 1.777 0.652 0.131
O 0.655 2.085 0.967 0.148
H 4.296 -0.458 1.182 0.133
H 0.622 -2.183 -0.284 0.147
C 0.537 -0.061 -0.126 -0.139
H -2.372 1.497 -0.576 0.183
F -1.974 -1.410 1.013 0.185
C 2.746 0.945 0.780 0.022
C -0.601 0.168 -1.180 -0.479
H -0.325 1.146 -1.756 -0.183
C 2.162 -1.368 1.213 -0.351
F -1.662 0.621 1.788 0.195
H -0.577 -0.668 -1.969 0.036
C -2.268 -0.118 0.871 -0.595
F -3.592 -0.015 1.131 0.156
H -2.698 -0.250 -2.316 -0.029
O 2.219 -2.229 2.013 0.167
C -2.079 0.400 -0.570 -0.219
Cs -0.994 0.922 -3.286 1.765
O -3.004 -0.386 -1.400 -0.052
C 1.229 1.112 0.600 -0.330


No. 4
18
Properties=species:S:1:pos:R:3:nbo_charge:R:1 method="wB97M-V/def2-TZVPD" max_force_ev_per_a=1.8 homo_lumo_gap_ev=4.9 homo_ha=-0.2882
N -0.745 0.448 -1.654 -0.817
N 1.081 -0.081 1.652 -0.545
C 1.001 -0.887 0.506 -0.289
H -1.065 0.337 1.489 0.232
H -2.260 -1.139 1.708 0.247
H -0.061 -1.177 0.343 0.201
C 1.426 -0.058 -0.742 -0.401
N -2.622 0.056 0.165 -0.221
H 0.840 1.877 -1.483 0.196
H -1.296 1.106 -2.203 0.363
H -1.358 0.218 -0.887 0.352
C -1.974 -0.244 1.134 -0.207
H 1.505 -0.708 -1.608 0.215
H 1.572 -1.818 0.574 0.202
H 1.094 -0.672 2.481 0.326
H 0.060 1.346 0.006 0.178
H 2.410 0.364 -0.505 0.205
C 0.392 1.032 -0.976 -0.237